Entry 1:
The following is a DFT calculation (wB97M-V/def2-TZVPD) of a molecular structure, C10H17N7Pt.

ORCA input file:
```
! wB97M-V def2-TZVPD RIJCOSX def2/J DEFGRID3
* xyz 2 1
Pt -0.202 0.391 -0.227
N -3.786 1.243 1.691
C -3.218 0.709 0.616
N -1.903 0.810 0.772
C -1.745 1.464 1.963
N -2.875 1.727 2.554
C -0.394 1.853 2.341
C -0.067 2.498 3.522
N 1.186 2.838 3.802
C 2.113 2.536 2.907
C 1.803 1.897 1.709
N 0.551 1.556 1.424
H -4.772 1.334 1.899
H -3.750 0.286 -0.220
H -0.834 2.741 4.246
H 3.137 2.811 3.129
H 2.576 1.673 0.987
N 1.578 0.276 -1.294
C 1.802 -0.708 -2.415
C 1.699 -2.154 -1.950
C 0.416 -2.859 -2.403
C -0.875 -2.118 -2.076
N -0.819 -1.575 -0.676
H 1.674 1.197 -1.727
H 2.367 0.203 -0.654
H 2.782 -0.483 -2.832
H 1.064 -0.481 -3.184
H 1.799 -2.173 -0.858
H 2.548 -2.732 -2.311
H 0.402 -3.855 -1.954
H 0.431 -3.016 -3.482
H -1.724 -2.792 -2.178
H -1.040 -1.273 -2.741
H -0.191 -2.167 -0.137
H -1.734 -1.661 -0.243
*
```

Computed properties:
**Kohn-Sham gap**: 9.16 eV
**HOMO energy**: -16.51 eV



Entry 2:
The following is a DFT calculation (wB97M-V/def2-TZVPD) of a molecular structure, C10H17NORu.

ORCA input file:
```
! wB97M-V def2-TZVPD RIJCOSX def2/J DEFGRID3
* xyz 0 5
C -1.203 -0.099 -2.582
C -1.751 1.048 -1.916
C -2.207 0.653 -0.636
C -1.978 -0.735 -0.491
C -1.394 -1.220 -1.694
Ru 0.285 0.157 -1.158
N 1.455 -1.279 -1.829
C 1.681 1.271 -1.551
C 0.672 2.220 -1.308
H -2.737 1.294 0.095
H -1.887 2.038 -2.382
H -2.293 -1.361 0.359
H -1.167 -2.270 -1.928
H -0.893 -0.156 -3.637
H 0.383 2.805 -2.180
H 2.336 0.906 -0.711
H 2.008 -1.100 -0.858
H 0.897 2.852 -0.465
H 1.939 1.122 -2.624
C 1.275 -1.731 2.141
C 0.235 -0.615 1.959
C 0.011 0.110 3.299
O 0.598 0.313 0.993
H 2.216 -1.292 2.471
H 1.434 -2.259 1.197
H 0.937 -2.453 2.890
H -0.726 -1.098 1.688
H 0.951 0.547 3.633
H -0.721 0.912 3.165
H -0.357 -0.580 4.060
*
```

Computed properties:
**Kohn-Sham gap (alpha / beta)**: 6.10 / 7.53 eV
**HOMO energy (alpha / beta)**: -6.62 / -8.69 eV



Entry 3:
The following is a DFT calculation (wB97M-V/def2-TZVPD) of a molecular structure, C10H17PS.

ORCA input file:
```
! wB97M-V def2-TZVPD RIJCOSX def2/J DEFGRID3
* xyz 0 1
C 0.375 -2.341 -0.737
C 0.064 -2.346 0.556
C 2.375 -0.798 -0.558
C 2.121 -1.061 0.915
C 0.979 -1.033 -1.131
C 0.550 -1.089 1.172
C 0.058 0.049 0.255
C 0.460 1.441 0.522
C -1.846 0.487 -1.776
C -2.508 1.238 1.070
P -1.793 -0.032 -0.034
S -2.839 -1.601 0.357
H 0.146 -3.213 -1.312
H -0.378 -3.121 1.007
H 2.866 0.122 -0.648
H 3.031 -1.601 -0.891
H 2.638 -2.011 1.418
H 2.657 -0.160 1.559
H 0.993 -0.584 -2.195
H 0.198 -1.067 2.277
H -0.266 1.831 1.265
H 0.571 2.056 -0.519
H 1.379 1.389 0.979
H -1.582 -0.284 -2.353
H -2.745 0.841 -2.199
H -1.363 1.446 -2.061
H -2.350 2.345 0.838
H -3.644 1.000 1.048
H -1.990 1.215 1.961
*
```

Computed properties:
**Kohn-Sham gap**: 8.39 eV
**HOMO energy**: -7.67 eV
**ΔE to the lowest compared entry with this formula, charge and spin**: 55.6 kcal/mol



Record order is preserved below.
Max |F|: 1.58; 8.40; 5.35 eV/A